The following is a DFT calculation (ωB97M-V with the def2-TZVPD basis set) of 13 unconnected molecules or ions with the total composition C58H151N9O22 in a non-equilibrium geometry.

Each atom is followed by the atoms it is bonded to, with distances in Å.
Geometry (Å):
1 O 5.7722 3.1690 -1.5680  C76 1.433, H194 0.961
2 O 6.5140 1.0962 -6.7045  C54 1.427, C73 1.406
3 O 6.8552 14.1942 -4.0318  C61 1.407, C67 1.402
4 O 8.1432 -1.1315 -4.0943  C80 1.406, C82 1.412
5 O 7.7799 3.4285 -5.7390  C83 1.414, H105 0.966
6 O 11.1568 -3.2811 -7.2608  C52 1.410, C63 1.410
7 O 2.4533 2.3421 -9.5566  C38 1.416, C47 1.416
8 O 7.9967 3.8798 -10.4797  C34 1.414, C36 1.402
9 O 9.8479 8.4405 -12.3927  C35 1.413, C57 1.404
10 O 0.5878 6.7160 -9.4605  C33 1.401, C66 1.408
11 O 9.1077 -1.0606 -9.5326  C81 1.424, H205 0.975
12 O 1.7417 5.2380 -5.4707  C65 1.417, C87 1.396
13 O 1.9414 7.9395 2.5768  C51 1.406, C78 1.411
14 O 12.2400 1.4310 -9.4033  C59 1.413, C89 1.424
15 O 5.3432 -2.9577 -7.7917  C77 1.409, C79 1.393
16 O -0.3322 2.3378 -6.6931  C49 1.396, C85 1.412
17 O 0.9417 10.0591 -5.9623  C39 1.397, C69 1.397
18 O 0.9504 8.5165 -1.9855  C62 1.408, C86 1.408
19 O -4.5435 11.3842 -8.4009  C43 1.413, C70 1.410
20 O 5.1501 8.0909 -3.6223  C50 1.407, C56 1.409
21 O 2.1469 -0.9193 -4.6669  C60 1.420, C64 1.403
22 O 4.2167 0.6829 -0.9409  C32 1.422, H191 0.966
23 N 10.9367 -0.4187 -7.3966  C40 1.461, C46 1.465, H215 1.021
24 N -0.4366 0.4683 -4.7409  C48 1.456, C58 1.447, H128 1.013
25 N 6.3889 -3.1730 -4.9859  C44 1.454, C45 1.454, H211 1.016
26 N 2.6910 4.9053 -10.7568  C68 1.459, C84 1.453, H141 1.013
27 N 9.6784 6.2797 -10.3502  C55 1.466, C71 1.442, H104 1.013
28 N 6.8098 11.3423 -3.7543  C74 1.448, C75 1.460, H181 1.013
29 N 3.8340 2.5763 -6.8771  C41 1.439, C88 1.443, H174 1.014
30 N 2.8715 7.6912 -0.1257  C42 1.440, C72 1.443, H137 1.013
31 N -1.8921 10.2431 -8.2530  C37 1.458, C53 1.452, H225 1.017
32 C 3.8561 0.1920 -2.2253  O22 1.422, H122 1.083, H155 1.096, H170 1.099
33 C -0.7888 6.8843 -9.6614  O10 1.401, H157 1.090, H163 1.099, H185 1.099
34 C 8.9611 4.1284 -9.4763  O8 1.414, C55 1.503, H101 1.103, H207 1.100
35 C 10.6003 8.4022 -11.1975  O9 1.413, C71 1.504, H138 1.099, H202 1.099
36 C 7.7869 2.5059 -10.6678  O8 1.402, H175 1.099, H183 1.092, H220 1.097
37 C -3.1383 9.4871 -8.2606  N31 1.458, C43 1.505, H166 1.094, H237 1.102
38 C 2.1367 0.9652 -9.6503  O7 1.416, H96 1.094, H97 1.089, H188 1.098
39 C 0.2602 10.4978 -7.1006  O17 1.397, C53 1.505, H142 1.102, H219 1.100
40 C 11.3941 0.9608 -7.2509  N23 1.461, C89 1.502, H131 1.102, H179 1.094
41 C 4.1656 1.2585 -6.4024  N29 1.439, C54 1.512, H114 1.103, H169 1.094
42 C 3.1486 6.7315 0.9109  N30 1.440, C51 1.504, H152 1.096, H221 1.103
43 C -4.2291 10.1661 -9.0438  O19 1.413, C37 1.505, H196 1.098, H200 1.099
44 C 6.3339 -4.2575 -5.9533  N25 1.454, C77 1.515, H102 1.092, H223 1.107
45 C 7.4176 -3.4122 -3.9865  N25 1.454, C82 1.519, H92 1.101, H171 1.093
46 C 11.0079 -1.1689 -6.1404  N23 1.465, C63 1.518, H134 1.094, H147 1.095
47 C 3.5962 2.6907 -10.3171  O7 1.416, C84 1.513, H144 1.096, H186 1.099
48 C -0.9356 1.8055 -4.4518  N24 1.456, C49 1.520, H121 1.106, H182 1.091
49 C -1.3130 2.5509 -5.7221  O16 1.396, C48 1.520, H190 1.101, H230 1.102
50 C 5.7081 9.2258 -4.2398  O20 1.407, C75 1.507, H94 1.098, H136 1.105
51 C 3.1942 7.3840 2.2649  O13 1.406, C42 1.504, H210 1.105, H218 1.100
52 C 10.5209 -4.4848 -7.6264  O6 1.410, H100 1.099, H192 1.096, H208 1.088
53 C -1.0411 9.7458 -7.1864  N31 1.452, C39 1.505, H113 1.094, H204 1.105
54 C 5.2694 0.6235 -7.2177  O2 1.427, C41 1.512, H209 1.097, H226 1.098
55 C 9.0531 5.6045 -9.2086  N27 1.466, C34 1.503, H106 1.101, H146 1.091
56 C 4.6003 7.2182 -4.5816  O20 1.409, H115 1.097, H116 1.089, H160 1.099
57 C 10.4932 9.1355 -13.4283  O9 1.404, H91 1.095, H145 1.093, H199 1.095
58 C 0.2033 -0.1356 -3.5925  N24 1.447, C60 1.505, H132 1.105, H168 1.097
59 C 12.1452 2.1183 -10.6340  O14 1.413, H198 1.091, H224 1.095, H229 1.094
60 C 0.9974 -1.3598 -3.9598  O21 1.420, C58 1.505, H111 1.097, H232 1.099
61 C 7.8951 13.4774 -3.4123  O3 1.407, C74 1.501, H119 1.099, H148 1.104
62 C 0.2936 9.4224 -2.8405  O18 1.408, H99 1.101, H151 1.091, H238 1.089
63 C 10.3848 -2.5379 -6.3439  O6 1.410, C46 1.518, H133 1.100, H193 1.097
64 C 3.1008 -1.9238 -4.8914  O21 1.403, H90 1.095, H98 1.096, H231 1.096
65 C 2.5117 4.6297 -6.4936  O12 1.417, C88 1.512, H130 1.101, H158 1.098
66 C 1.3305 6.9063 -10.6413  O10 1.408, C68 1.497, H112 1.103, H236 1.102
67 C 7.3355 15.2241 -4.8535  O3 1.402, H154 1.090, H159 1.097, H177 1.096
68 C 2.7045 6.3365 -10.4754  N26 1.459, C66 1.497, H167 1.104, H173 1.092
69 C 2.1629 10.6667 -5.6586  O17 1.397, H127 1.095, H222 1.099, H227 1.093
70 C -5.5903 12.0684 -9.0514  O19 1.410, H120 1.099, H140 1.086, H212 1.095
71 C 9.7922 7.7023 -10.1404  N27 1.442, C35 1.504, H125 1.106, H216 1.094
72 C 2.7784 7.1052 -1.4409  N30 1.443, C86 1.509, H109 1.105, H135 1.097
73 C 7.6087 0.3760 -7.2147  O2 1.406, H180 1.103, H203 1.093, H234 1.089
74 C 7.3545 12.2403 -2.7574  N28 1.448, C61 1.501, H161 1.102, H233 1.093
75 C 6.2262 10.1425 -3.1621  N28 1.460, C50 1.507, H123 1.092, H149 1.100
76 C 5.2894 3.7878 -2.7667  O1 1.433, H153 1.094, H172 1.090, H201 1.087
77 C 5.2179 -4.0904 -6.9636  O15 1.409, C44 1.515, H110 1.092, H150 1.098
78 C 1.7452 8.1309 3.9606  O13 1.411, H107 1.088, H164 1.094, H184 1.097
79 C 6.4273 -2.9749 -8.6666  O15 1.393, H118 1.090, H124 1.101, H165 1.098
80 C 7.8914 0.1652 -3.6135  O4 1.406, H126 1.096, H235 1.088, H239 1.101
81 C 9.8675 -1.8540 -10.4384  O11 1.424, H93 1.096, H213 1.091, H228 1.093
82 C 7.6698 -2.1288 -3.2148  O4 1.412, C45 1.519, H162 1.098, H240 1.098
83 C 6.8811 4.2375 -6.4710  O5 1.414, H108 1.090, H139 1.096, H156 1.094
84 C 3.8158 4.1821 -10.1875  N26 1.453, C47 1.513, H187 1.094, H197 1.101
85 C -0.5695 3.0717 -7.8757  O16 1.412, H95 1.085, H176 1.097, H189 1.099
86 C 2.2083 8.0797 -2.4419  O18 1.408, C72 1.509, H178 1.097, H195 1.099
87 C 1.1060 6.3834 -5.9539  O12 1.396, H103 1.093, H129 1.096, H214 1.104
88 C 2.9438 3.2746 -5.9811  N29 1.443, C65 1.512, H117 1.098, H143 1.104
89 C 11.1861 1.7612 -8.5048  O14 1.424, C40 1.502, H206 1.097, H217 1.098
90 H 3.6636 -2.2472 -4.0101  C64 1.095
91 H 11.5684 8.9295 -13.4212  C57 1.095
92 H 8.3744 -3.7796 -4.3881  C45 1.101
93 H 9.8186 -2.9108 -10.1522  C81 1.096
94 H 6.4829 8.9382 -4.9624  C50 1.098
95 H 0.1749 2.7927 -8.6146  C85 1.085
96 H 1.8724 0.6906 -10.6755  C38 1.094
97 H 1.3048 0.7488 -8.9815  C38 1.089
98 H 2.7078 -2.7531 -5.4898  C64 1.096
99 H 0.8106 10.3939 -2.8491  C62 1.101
100 H 9.5428 -4.2769 -8.0814  C52 1.099
101 H 8.6805 3.5908 -8.5549  C34 1.103
102 H 6.2202 -5.2065 -5.4252  C44 1.092
103 H 0.4080 6.7630 -5.2036  C87 1.093
104 H 9.1088 6.0717 -11.1620  N27 1.013
105 H 7.3794 2.5495 -5.7301  O5 0.966
106 H 8.0356 5.9922 -9.0470  C55 1.101
107 H 0.7256 8.4896 4.0879  C78 1.088
108 H 7.1691 5.2883 -6.4468  C83 1.090
109 H 2.2028 6.1617 -1.4568  C72 1.105
110 H 4.2785 -3.9005 -6.4400  C77 1.092
111 H 0.4497 -2.0459 -4.6168  C60 1.097
112 H 0.8185 6.4230 -11.4904  C66 1.103
113 H -0.8526 8.6785 -7.3392  C53 1.094
114 H 3.2970 0.5785 -6.3988  C41 1.103
115 H 3.8652 7.7252 -5.2190  C56 1.097
116 H 4.1132 6.3784 -4.0888  C56 1.089
117 H 3.4520 3.4291 -5.0207  C88 1.098
118 H 6.2802 -2.3132 -9.5206  C79 1.090
119 H 8.4703 14.1029 -2.7148  C61 1.099
120 H -6.4866 11.4331 -9.0622  C70 1.099
121 H -0.1323 2.3879 -3.9629  C48 1.106
122 H 3.1950 -0.6596 -2.1207  C32 1.083
123 H 7.0045 9.6194 -2.6030  C75 1.092
124 H 6.6216 -3.9672 -9.1023  C79 1.101
125 H 8.8011 8.1914 -10.0867  C71 1.106
126 H 6.8196 0.3795 -3.5375  C80 1.096
127 H 2.0261 11.7068 -5.3445  C69 1.095
128 H 0.2129 0.5507 -5.5138  N24 1.013
129 H 0.5965 6.2538 -6.9152  C87 1.096
130 H 3.4234 5.1948 -6.7441  C65 1.101
131 H 12.4634 1.0156 -6.9895  C40 1.102
132 H 0.8651 0.5882 -3.0824  C58 1.105
133 H 10.3987 -3.0372 -5.3642  C63 1.100
134 H 12.0076 -1.2498 -5.7024  C46 1.094
135 H 3.7836 6.8459 -1.7960  C72 1.097
136 H 4.9364 9.7632 -4.8199  C50 1.105
137 H 2.0305 8.2251 0.0583  N30 1.013
138 H 11.5440 7.8610 -11.3533  C35 1.099
139 H 5.8700 4.1728 -6.0524  C83 1.096
140 H -5.7892 12.9682 -8.4770  C70 1.086
141 H 1.8307 4.4731 -10.4427  N26 1.013
142 H 0.0905 11.5844 -7.0258  C39 1.102
143 H 2.0460 2.6810 -5.7374  C88 1.104
144 H 3.4233 2.3978 -11.3594  C47 1.096
145 H 10.1114 8.7653 -14.3834  C57 1.093
146 H 9.6565 5.7460 -8.3106  C55 1.091
147 H 10.3224 -0.6880 -5.4345  C46 1.095
148 H 8.6277 13.1472 -4.1696  C61 1.104
149 H 5.3993 10.4087 -2.4881  C75 1.100
150 H 5.0851 -5.0364 -7.5061  C77 1.098
151 H 0.1948 9.0696 -3.8686  C62 1.091
152 H 4.1408 6.3012 0.7344  C42 1.096
153 H 4.2191 3.5964 -2.8840  C76 1.094
154 H 6.4718 15.7523 -5.2574  C67 1.090
155 H 4.7411 -0.0293 -2.8332  C32 1.096
156 H 6.8208 3.8918 -7.5074  C83 1.094
157 H -1.2878 6.6688 -8.7171  C33 1.090
158 H 1.8756 4.5397 -7.3844  C65 1.098
159 H 7.9089 14.8281 -5.7008  C67 1.097
160 H 5.3990 6.8139 -5.2184  C56 1.099
161 H 6.6123 12.5024 -1.9856  C74 1.102
162 H 8.4065 -2.2936 -2.4178  C82 1.098
163 H -1.0246 7.9111 -9.9734  C33 1.099
164 H 1.8815 7.1838 4.4913  C78 1.094
165 H 7.3661 -2.6593 -8.1925  C79 1.098
166 H -2.9449 8.5085 -8.7103  C37 1.094
167 H 3.0473 6.4695 -9.4350  C68 1.104
168 H -0.5440 -0.3886 -2.8309  C58 1.097
169 H 4.5416 1.3088 -5.3760  C41 1.094
170 H 3.3395 0.9866 -2.7812  C32 1.099
171 H 7.0472 -4.1543 -3.2741  C45 1.093
172 H 5.4599 4.8636 -2.7148  C76 1.090
173 H 3.4413 6.8290 -11.1130  C68 1.092
174 H 3.4771 2.5406 -7.8253  N29 1.014
175 H 7.6232 1.9723 -9.7212  C36 1.099
176 H -1.5845 2.8922 -8.2514  C85 1.097
177 H 7.9465 15.9395 -4.2907  C67 1.096
178 H 2.1236 7.5709 -3.4105  C86 1.097
179 H 10.9142 1.4428 -6.3939  C40 1.094
180 H 7.5854 -0.6574 -6.8298  C73 1.103
181 H 6.1307 11.8280 -4.3281  N28 1.013
182 H -1.7939 1.7569 -3.7800  C48 1.091
183 H 6.8842 2.3758 -11.2684  C36 1.092
184 H 2.4163 8.9031 4.3552  C78 1.097
185 H -1.1747 6.1926 -10.4233  C33 1.099
186 H 4.5148 2.2132 -9.9488  C47 1.099
187 H 4.7125 4.4338 -10.7609  C84 1.094
188 H 2.9839 0.3588 -9.3051  C38 1.098
189 H -0.4958 4.1411 -7.6320  C85 1.099
190 H -2.3219 2.2558 -6.0494  C49 1.101
191 H 4.8570 1.3902 -1.0889  O22 0.966
192 H 10.3697 -5.1466 -6.7654  C52 1.096
193 H 9.3617 -2.3974 -6.7138  C63 1.097
194 H 5.6564 3.7642 -0.8230  O1 0.961
195 H 2.9077 8.9244 -2.5164  C86 1.099
196 H -5.1102 9.5126 -9.0898  C43 1.098
197 H 3.9779 4.4123 -9.1227  C84 1.101
198 H 12.6177 1.4947 -11.3941  C59 1.091
199 H 10.2721 10.2076 -13.4010  C57 1.095
200 H -3.8804 10.4023 -10.0593  C43 1.099
201 H 5.8299 3.3476 -3.6011  C76 1.087
202 H 10.8314 9.4223 -10.8604  C35 1.099
203 H 7.5903 0.2875 -8.3043  C73 1.093
204 H -1.5254 9.7948 -6.1947  C53 1.105
205 H 9.7485 -0.7689 -8.8586  O11 0.975
206 H 10.2395 1.5113 -8.9991  C89 1.097
207 H 9.9285 3.6739 -9.7359  C34 1.100
208 H 11.1613 -4.9734 -8.3574  C52 1.088
209 H 5.2508 -0.4714 -7.1471  C54 1.097
210 H 3.4720 6.6221 3.0152  C51 1.105
211 H 6.6152 -2.3002 -5.4550  N25 1.016
212 H -5.3449 12.3133 -10.0905  C70 1.095
213 H 10.9006 -1.5109 -10.5091  C81 1.091
214 H 1.7668 7.2556 -6.0986  C87 1.104
215 H 11.6146 -0.8795 -8.0051  N23 1.021
216 H 10.2419 7.8956 -9.1618  C71 1.094
217 H 11.2446 2.8330 -8.2737  C89 1.098
218 H 3.9950 8.1351 2.3348  C51 1.100
219 H 0.8402 10.3370 -8.0216  C39 1.100
220 H 8.6136 2.0235 -11.2042  C36 1.097
221 H 2.4103 5.9128 0.9406  C42 1.103
222 H 2.9398 10.5921 -6.4327  C69 1.099
223 H 7.2704 -4.3495 -6.5362  C44 1.107
224 H 12.6853 3.0693 -10.5887  C59 1.095
225 H -2.1417 11.2066 -8.0459  N31 1.017
226 H 5.2200 0.8997 -8.2790  C54 1.098
227 H 2.5863 10.0877 -4.8336  C69 1.093
228 H 9.4115 -1.7961 -11.4295  C81 1.093
229 H 11.1068 2.2869 -10.9356  C59 1.094
230 H -1.3806 3.6201 -5.4646  C49 1.102
231 H 3.8683 -1.4565 -5.5187  C64 1.096
232 H 1.2464 -1.8888 -3.0292  C60 1.099
233 H 8.1981 11.7353 -2.2790  C74 1.093
234 H 8.5452 0.7999 -6.8559  C73 1.089
235 H 8.3883 0.9151 -4.2254  C80 1.088
236 H 1.3374 7.9693 -10.9318  C66 1.102
237 H -3.5067 9.2915 -7.2407  C37 1.102
238 H -0.6753 9.6015 -2.3759  C62 1.089
239 H 8.2957 0.2779 -2.5954  C80 1.101
240 H 6.7143 -1.8319 -2.7622  C82 1.098

* E: -121039.33632 eV
* LUMO energy: 0.648 eV
* HOMO-LUMO gap: 8.946 eV
* multiplicity: 1

Results of the Mulliken charge analysis, in e, for atoms 1 through 8: O -0.57; O 1.10; O -0.29; O 0.03; O -0.73; O -0.44; O -0.08; O -0.39